[1]
Here is a structure of composition C33H25CoN3O5S from OMol25. Energies are from ωB97M-V/def2-TZVPD.

ΔE to the lowest compared entry with this formula, charge and spin = 121.85 kJ/mol
Orbital gap (spin up / spin down) = 7.3450 / 5.3825 eV
LUMO energy (spin up / spin down) = 2.50 / 0.34 eV

Geometry as ORCA input:
```
! wB97M-V def2-TZVPD RIJCOSX def2/J DEFGRID3
* xyz -1 5
Co -0.34 1.52 -0.44
S 1.00 1.87 -2.45
O 0.49 -2.92 -0.93
O 2.83 -4.55 -4.61
O 2.17 -4.66 -2.54
O -0.83 3.23 0.48
O -0.33 -0.62 -0.41
N -2.31 1.03 -0.31
N 1.06 1.21 1.24
N -2.72 -0.39 -0.37
C -1.79 -2.55 -0.43
C -1.57 -1.06 -0.43
C 2.60 2.97 0.82
C 0.76 0.00 1.94
C -0.01 -2.45 2.87
C 2.40 -3.95 -3.64
C 2.14 -2.45 -3.50
C 2.80 1.73 2.88
C -0.93 -4.85 -0.84
C -3.04 6.09 0.51
C 3.69 3.74 1.18
C 1.50 0.17 -2.83
C 2.08 1.94 1.67
C -1.94 5.27 0.65
C -3.17 3.30 0.04
C -3.29 1.85 -0.08
C 1.32 -2.25 2.60
C 4.25 3.58 2.47
C -4.31 4.10 -0.03
C -3.27 -4.50 -0.32
C 0.97 -0.39 -3.97
C 2.74 -1.85 -2.37
C -0.54 -0.23 2.30
C -4.27 5.51 0.15
C 2.42 -0.52 -2.07
C -0.73 -3.45 -0.69
C -2.17 -5.32 -0.47
C 1.76 -1.03 2.02
C -1.91 3.89 0.39
C 1.30 -1.69 -4.32
C 3.86 2.58 3.24
C -3.04 -3.13 -0.26
C -0.95 -1.45 2.79
H -3.91 -2.49 -0.16
H -3.00 7.22 0.64
H -1.23 0.61 2.11
H 0.89 -2.06 -5.23
H -1.05 5.65 1.05
H -4.28 1.40 -0.03
H 5.08 4.16 2.80
H 2.02 -3.04 2.75
H 2.10 3.14 -0.07
H 2.48 0.87 3.48
H -2.25 -6.40 -0.45
H 1.74 -4.11 -1.88
H 0.25 0.04 -4.67
H 4.31 2.27 4.19
H 3.27 -2.50 -1.65
H -1.92 -1.65 3.09
H -0.05 -5.38 -1.08
H 4.05 4.47 0.53
H -5.23 3.52 -0.28
H 0.26 -1.94 -0.78
H 2.77 -0.86 1.64
H -4.29 -4.86 -0.21
H -5.23 6.06 0.23
H 2.78 -0.02 -1.21
H -0.25 -3.44 3.28
*
```

Löwdin atomic charge list, values in e, 4 entries: 0.5480, 0.5387, 0.0179, 0.0742

[2]
Here is a structure of composition C33H25F3N6O2Sc from OMol25. Energies are from ωB97M-V/def2-TZVPD.

ΔE to the lowest compared entry with this formula, charge and spin = 0.00 kJ/mol
Orbital gap (spin up / spin down) = 4.8743 / 5.1629 eV
LUMO energy (spin up / spin down) = 2.13 / 2.12 eV

Geometry as ORCA input:
```
! wB97M-V def2-TZVPD RIJCOSX def2/J DEFGRID3
* xyz -1 1
Sc -0.79 0.15 0.32
F -2.47 3.91 6.30
F -3.08 1.85 6.51
F -4.54 3.34 6.02
O -1.92 -1.23 -0.73
O 0.19 0.74 1.97
N -2.54 2.31 1.60
N 4.77 1.21 -4.33
N 4.79 -1.03 -4.16
N 0.85 0.25 -1.09
N -2.61 -2.18 1.25
N -1.74 -1.22 1.77
C -0.86 -0.49 5.24
C -5.02 -4.83 -2.28
C -0.79 -0.37 3.84
C 0.81 1.20 5.50
C -2.20 1.94 0.22
C 6.70 1.46 -5.95
C 2.48 1.39 -2.46
C -3.40 -3.05 -2.20
C 7.62 0.69 -6.65
C -0.08 0.29 6.07
C -3.46 -3.04 -0.81
C -5.09 -4.82 -0.90
C 3.09 0.16 -2.86
C 7.63 -0.70 -6.54
C -1.94 3.40 3.64
C 1.42 1.38 -1.61
C -3.00 2.77 4.32
C -3.82 1.88 3.57
C 1.45 -0.93 -1.47
C 0.10 0.57 3.26
C -4.17 -3.94 -2.93
C -3.57 1.67 2.25
C 5.79 0.79 -5.15
C 0.90 1.34 4.13
C 2.51 -1.02 -2.31
C 5.79 -0.62 -5.02
C -1.73 3.16 2.32
C -1.64 -1.23 3.06
C 4.19 0.08 -3.76
C -2.62 -2.09 -0.05
C -4.32 -3.93 -0.16
C 6.72 -1.37 -5.73
C -3.26 2.97 5.76
H 8.36 -1.27 -7.10
H 2.84 2.35 -2.80
H 1.58 2.06 3.68
H -4.11 -3.95 -4.01
H 6.69 2.54 -6.04
H 8.34 1.18 -7.30
H -5.75 -5.51 -0.38
H -3.14 1.68 -0.27
H -0.16 0.20 7.14
H -1.82 2.83 -0.29
H 1.43 1.82 6.13
H -0.90 3.60 1.77
H -5.62 -5.52 -2.86
H 1.00 -1.84 -1.06
H -2.25 -1.95 3.59
H 4.48 2.16 -4.18
H -4.64 1.36 4.03
H 0.97 2.32 -1.30
H -4.15 0.99 1.65
H 6.73 -2.45 -5.65
H -4.36 -3.92 0.92
H -1.55 -1.20 5.66
H -1.27 4.07 4.16
H -2.73 -2.35 -2.69
H 2.92 -1.99 -2.56
*
```

Löwdin atomic charge list, values in e, 4 entries: 1.0430, 0.1124, 0.1011, 0.0977

[3]
Here is a structure of composition C33H25N18O2S3SeZr from OMol25. Energies are from ωB97M-V/def2-TZVPD.

ΔE to the lowest compared entry with this formula, charge and spin = 5.78 kJ/mol
Orbital gap = 6.7692 eV
LUMO energy = -3.52 eV

Geometry as ORCA input:
```
! wB97M-V def2-TZVPD RIJCOSX def2/J DEFGRID3
* xyz 1 1
Zr -0.01 -0.04 -0.33
Se -6.31 -3.48 -3.71
S 1.49 -2.23 0.62
S -0.80 0.00 -4.46
S 1.75 1.40 -4.90
O 1.85 0.65 -0.17
O 4.04 3.30 -2.69
N -0.18 -2.22 2.84
N -4.59 -3.97 -3.57
N -1.73 -0.72 0.89
N -2.26 -1.96 0.67
N -0.53 3.89 1.03
N -1.60 3.42 1.73
N 0.63 -0.05 2.46
N -2.57 1.26 1.93
N -3.44 -1.99 1.16
N -0.26 -4.05 1.71
N -2.05 0.47 -1.55
N -3.76 -0.79 1.73
N -6.00 -1.82 -3.10
N -0.65 1.79 0.60
N 0.04 2.97 0.37
N -0.64 -1.77 -1.88
N 0.84 0.80 -2.47
N 2.04 1.52 -2.27
C 0.90 0.78 -6.37
C 1.00 1.16 2.93
C -2.51 -2.94 -2.82
C 0.90 1.52 4.25
C 2.48 1.42 -1.06
C -4.07 -0.54 -2.33
C -0.59 0.76 -6.08
C -2.69 -0.05 1.53
C 0.06 -0.67 4.70
C 0.16 -2.75 -2.29
C 5.87 3.50 0.40
C -1.67 -3.98 -3.20
C 5.47 3.72 -0.90
C -4.73 0.68 -2.24
C 0.18 -0.92 3.34
C -4.73 -1.76 -2.83
C -1.08 -3.06 3.48
C -1.63 2.14 1.43
C 0.41 0.59 5.15
C -0.05 -5.06 0.68
C -1.94 -1.83 -2.21
C 0.62 0.72 -3.75
C 3.65 2.15 -0.59
C -1.13 -4.20 2.77
C 4.09 1.95 0.73
C 4.36 3.04 -1.41
C -0.32 -3.87 -2.98
C 0.31 -2.84 1.73
C -4.01 1.79 -1.85
C 5.18 2.62 1.23
C -2.73 -0.61 -1.99
C -2.67 1.64 -1.51
C -3.95 -2.94 -3.09
H 6.74 4.03 0.78
H -5.78 0.74 -2.49
H 1.19 2.52 4.56
H -3.35 1.66 2.43
H -1.14 0.16 -6.79
H 0.31 0.83 6.20
H -2.09 -4.85 -3.70
H -1.00 1.77 -6.06
H -2.08 2.49 -1.19
H 0.38 -4.63 -3.29
H 5.51 2.45 2.25
H 1.27 -0.22 -6.61
H 1.14 1.45 -7.19
H -0.70 -4.85 -0.17
H -0.30 -6.03 1.11
H 1.37 1.85 2.19
H 0.99 -5.05 0.36
H -0.28 -1.43 5.39
H -4.47 2.77 -1.79
H 3.22 2.81 -2.90
H 3.55 1.25 1.35
H 1.20 -2.67 -2.05
H -1.65 -2.75 4.33
H 6.00 4.41 -1.55
H -1.72 -5.08 2.90
*
```

Löwdin atomic charge list, values in e, 4 entries: 1.6969, 1.1646, 0.6907, 1.0050

[4]
Here is a cluster of 3 separate species, C33H25N4O6 in total from OMol25. Energies are from ωB97M-V/def2-TZVPD.

ΔE to the lowest compared entry with this formula, charge and spin = 0.00 kJ/mol
Orbital gap = 7.5335 eV
LUMO energy = -3.40 eV

Geometry as ORCA input:
```
! wB97M-V def2-TZVPD RIJCOSX def2/J DEFGRID3
* xyz 1 1
O -3.03 3.44 1.21
O -2.28 -2.56 -4.17
O 2.36 1.94 2.19
O 2.81 0.20 -2.87
O -2.36 -4.54 -3.11
O -4.84 1.69 5.95
N 3.97 -3.82 -4.04
N 2.80 -5.67 -3.99
N 5.18 -5.85 -4.06
N 2.67 -3.48 -3.99
C -0.79 1.13 5.02
C -7.57 3.39 3.28
C 0.49 -4.70 -3.97
C 3.19 0.28 0.73
C -3.45 3.02 2.27
C 0.90 4.38 -0.86
C 1.98 -4.62 -3.98
C 2.50 1.57 1.05
C 2.00 2.39 -0.09
C -2.12 1.31 5.37
C 2.12 1.95 -1.42
C -2.54 2.35 3.24
C -0.33 1.56 3.78
C -6.70 2.80 4.19
C -5.76 3.75 1.75
C -1.21 2.16 2.89
C 4.03 -5.16 -4.02
C -4.88 3.16 2.64
C -5.35 2.69 3.87
C 3.29 -0.15 -0.59
C 3.91 -1.35 -0.87
C 2.75 0.65 -1.73
C -4.43 2.06 4.87
C 4.42 -2.14 0.14
C -1.70 -3.45 -3.65
C 1.04 3.95 -2.18
C 1.38 3.60 0.18
C -7.10 3.87 2.07
C 3.71 -0.49 1.75
C 4.33 -1.70 1.46
C -3.00 1.91 4.48
C -0.20 -3.45 -3.40
C 1.64 2.74 -2.46
H 0.22 -5.59 -3.40
H -5.38 4.12 0.80
H 4.90 -3.08 -0.08
H -2.27 -5.33 -3.66
H -7.79 4.33 1.37
H 5.96 -5.66 -3.45
H 1.75 2.40 -3.48
H -2.50 0.98 6.33
H 5.21 -6.69 -4.61
H 1.28 3.93 1.20
H 0.42 5.32 -0.65
H 2.32 -2.53 -3.98
H 0.16 -4.87 -5.01
H 0.67 4.57 -2.99
H 0.70 1.43 3.48
H -8.62 3.48 3.53
H 3.96 -1.65 -1.91
H 4.74 -2.30 2.26
H 4.74 -3.16 -4.08
H -0.06 -3.41 -2.32
H -0.87 2.50 1.93
H -0.11 0.66 5.72
H 3.63 -0.14 2.77
H -7.05 2.43 5.14
H 0.17 -2.53 -3.85
*
```

Löwdin atomic charge list, values in e, 4 entries: 0.0979, 0.1746, 0.0976, 0.0634

[5]
Here is a structure of composition C33H25N5SV from OMol25. Energies are from ωB97M-V/def2-TZVPD.

ΔE to the lowest compared entry with this formula, charge and spin = 111.61 kJ/mol
Orbital gap (spin up / spin down) = 6.4407 / 7.6433 eV
LUMO energy (spin up / spin down) = -3.21 / -3.18 eV

Geometry as ORCA input:
```
! wB97M-V def2-TZVPD RIJCOSX def2/J DEFGRID3
* xyz 1 3
V 0.13 -0.88 0.74
S 0.92 -4.99 1.90
N 2.03 -1.28 0.93
N -1.42 -0.22 1.73
N 0.43 2.48 2.29
N 2.70 3.08 2.01
N -0.17 -0.64 -0.85
C 1.73 2.24 2.29
C -1.68 1.08 1.59
C 0.28 -1.21 -3.13
C 0.04 3.73 2.00
C -1.76 -0.82 2.88
C -2.38 3.30 2.40
C -0.60 -5.07 1.11
C -0.09 -2.83 0.83
C -1.54 0.44 -2.44
C 2.17 -2.44 1.62
C -2.24 1.85 2.60
C -0.45 -0.49 -2.09
C -2.65 0.54 -1.60
C 2.23 -2.48 -3.80
C -3.52 2.34 -2.93
C 1.02 -3.29 1.52
C 0.44 -2.11 -5.37
C 4.45 -1.89 2.15
C -2.38 -0.14 3.91
C 1.00 4.71 1.69
C -2.44 2.21 -3.80
C -1.37 4.10 2.07
C 1.68 -2.65 -5.07
C 3.38 -2.76 2.25
C -1.02 -3.87 0.61
C -1.45 1.28 -3.55
C 3.08 -0.47 0.81
C 1.54 -1.76 -2.84
C -3.62 1.49 -1.83
C -0.26 -1.41 -4.40
C -2.61 1.22 3.79
C 4.30 -0.72 1.40
C 2.33 4.32 1.70
H 3.19 -2.90 -3.56
H -2.67 -0.67 4.81
H -4.46 1.58 -1.16
H -0.58 1.23 -4.20
H 1.97 -1.58 -1.86
H 0.72 5.72 1.46
H -2.74 -0.18 -0.78
H -1.46 1.52 0.63
H -3.05 1.78 4.60
H 2.93 0.42 0.19
H 0.01 -2.24 -6.35
H -2.36 2.86 -4.66
H 3.13 5.01 1.47
H 5.11 -0.02 1.29
H -1.56 5.15 1.92
H 5.39 -2.12 2.63
H 2.23 -3.20 -5.82
H -1.25 -1.04 -4.62
H -1.95 -3.74 0.09
H 2.02 1.23 2.59
H -1.56 -1.89 2.95
H -3.37 3.71 2.53
H 3.46 -3.69 2.80
H -1.09 -6.02 1.05
H -4.27 3.09 -3.11
*
```

Löwdin atomic charge list, values in e, 4 entries: 0.8228, 1.0484, -0.0379, -0.0560

[6]
Here is a structure of composition C33H26Cl2IN2PPtSe2 from OMol25. Energies are from ωB97M-V/def2-TZVPD.

Orbital gap (spin up / spin down) = 6.0620 / 6.0651 eV
LUMO energy (spin up / spin down) = -7.31 / -7.31 eV

Geometry as ORCA input:
```
! wB97M-V def2-TZVPD RIJCOSX def2/J DEFGRID3
* xyz 2 1
Pt 0.06 0.13 0.03
I 0.16 0.93 -2.63
Se -2.48 -1.52 1.71
Se -0.49 -1.96 2.76
Cl -2.40 1.36 -0.05
Cl -4.59 3.21 0.40
P 2.41 -0.02 0.03
N -0.86 -1.97 -0.54
N -0.12 0.76 2.27
C 2.01 0.29 -3.53
C 2.80 -1.50 2.33
C -2.85 3.06 0.09
C 2.36 2.67 0.43
C -2.01 -2.33 0.01
C -2.40 -3.98 -1.66
C 3.65 -3.74 2.41
C 5.69 -0.11 -3.19
C 0.11 2.04 2.56
C 4.39 -0.03 -3.72
C 4.24 -0.08 -5.12
C 2.99 -1.47 0.95
C 4.81 0.00 -0.99
C 3.14 -2.62 3.06
C 2.92 1.49 0.90
C 4.17 2.76 2.52
C 3.59 3.93 2.05
C 0.53 1.52 4.85
C -1.18 -3.63 -2.21
C 3.24 0.12 -2.85
C 3.83 -3.72 1.04
C -0.45 -2.61 -1.63
C 3.50 0.06 -1.45
C 3.84 1.54 1.95
C 3.50 -2.59 0.31
C 2.69 3.89 0.99
C 5.91 -0.07 -1.84
C 0.27 0.19 4.56
C 3.01 0.00 -5.70
C 1.89 0.21 -4.89
C 0.44 2.46 3.84
C -2.83 -3.32 -0.52
C -0.06 -0.14 3.25
H 3.85 4.88 2.49
H -3.77 -3.56 -0.04
H 6.52 -0.20 -3.87
H -2.31 3.50 0.93
H 6.90 -0.13 -1.43
H 3.66 -2.57 -0.76
H 3.90 -4.62 2.98
H 0.30 -0.57 5.32
H -0.79 -4.16 -3.07
H 0.51 -2.30 -2.03
H -3.00 -4.77 -2.09
H 4.32 0.64 2.31
H 4.88 2.80 3.32
H 2.41 -0.62 2.84
H 0.92 0.33 -5.36
H 1.66 2.63 -0.41
H -2.62 3.55 -0.85
H 0.61 3.51 4.03
H 2.27 4.80 0.61
H 3.01 -2.63 4.13
H 0.78 1.82 5.86
H 0.02 2.74 1.74
H 2.89 -0.05 -6.77
H 4.99 -0.02 0.07
H 4.22 -4.59 0.53
H 5.13 -0.19 -5.73
*
```

Löwdin atomic charge list, values in e, 4 entries: 0.4266, 1.1499, 0.6851, 0.7206

[7]
Here is a structure of composition C33H26F5MoN5OSSi from OMol25. Energies are from ωB97M-V/def2-TZVPD.

ΔE to the lowest compared entry with this formula, charge and spin = 0.00 kJ/mol
Orbital gap (spin up / spin down) = 6.5310 / 6.2653 eV
LUMO energy (spin up / spin down) = -7.08 / -7.06 eV

Geometry as ORCA input:
```
! wB97M-V def2-TZVPD RIJCOSX def2/J DEFGRID3
* xyz 2 3
Mo 0.61 -1.07 -0.43
S 0.25 -2.48 1.58
Si 0.71 2.04 0.60
F -3.83 -2.73 -2.80
F -3.50 0.49 -1.52
F -5.59 -1.55 0.07
F -3.08 -3.62 0.56
F -3.08 -0.77 1.80
O -1.10 -1.58 -1.14
N 1.22 -0.71 -2.48
N 1.21 -2.96 -1.22
N 1.00 -4.08 -0.46
N 0.19 -5.10 1.42
N -0.46 0.68 0.34
C -2.84 2.14 2.43
C -4.10 -2.73 -1.51
C -2.30 2.03 1.15
C 3.08 1.22 -0.86
C 0.48 -3.98 0.79
C 2.21 0.97 0.20
C 1.09 0.45 -3.14
C 1.65 -3.07 -2.43
C 0.49 4.12 2.47
C 4.05 0.30 -1.24
C -2.27 3.13 0.30
C 2.39 -0.21 0.96
C -4.43 -1.64 -0.60
C 0.34 3.85 4.85
C -3.31 3.37 2.86
C -3.45 -0.52 -0.64
C 0.54 1.92 3.44
C 1.42 0.59 -4.48
C -2.25 -1.50 -0.43
C 2.05 -1.71 -4.50
C -3.22 -2.64 -0.36
C 1.67 -1.79 -3.16
C 0.42 2.47 4.70
C 4.10 -0.93 -0.61
C -2.76 4.35 0.74
C -1.69 0.77 0.67
C 3.27 -1.19 0.49
C -3.27 4.47 2.02
C -2.59 -0.44 0.57
C 0.37 4.68 3.74
C 0.58 2.74 2.30
C 2.03 -4.38 -3.03
C 1.92 -0.50 -5.16
H -3.65 5.42 2.36
H -2.87 1.28 3.09
H 3.38 -2.12 1.03
H -0.22 -5.05 2.34
H 2.42 -2.57 -5.03
H -1.88 3.03 -0.71
H 0.29 5.75 3.85
H 1.95 -0.30 1.94
H 0.50 4.78 1.61
H 2.99 2.16 -1.41
H 1.14 -4.98 -3.22
H 1.04 -4.99 -0.92
H -3.71 3.46 3.86
H 0.59 0.84 3.34
H 2.21 -0.42 -6.20
H 1.28 1.55 -4.96
H 4.73 0.53 -2.05
H 2.68 -4.94 -2.36
H 0.39 1.83 5.57
H 0.59 3.03 -0.48
H 2.56 -4.27 -3.97
H 0.33 -6.02 1.03
H 4.82 -1.67 -0.92
H -2.76 5.20 0.07
H 0.24 4.28 5.84
H 0.71 1.28 -2.57
*
```

Löwdin atomic charge list, values in e, 4 entries: 1.4206, 0.7830, 0.7105, 0.1441